{
  "formula": "C40H65F21O20",
  "method": "ωB97M-V with the def2-TZVPD basis set",
  "species": ["C", "O", "C", "C", "O", "C", "H", "H", "H", "H", "H", "H", "H", "H", "H", "H", "C", "O", "C", "C", "O", "C", "H", "H", "H", "H", "H", "H", "H", "H", "H", "H", "C", "O", "C", "C", "O", "C", "H", "H", "H", "H", "H", "H", "H", "H", "H", "H", "C", "C", "O", "C", "O", "C", "F", "F", "F", "H", "H", "H", "H", "H", "C", "C", "O", "C", "O", "C", "F", "F", "F", "H", "H", "H", "H", "H", "C", "C", "O", "C", "O", "C", "F", "F", "F", "H", "H", "H", "H", "H", "C", "C", "O", "C", "O", "C", "F", "F", "F", "H", "H", "H", "H", "H", "C", "C", "O", "C", "O", "C", "F", "F", "F", "H", "H", "H", "H", "H", "C", "C", "O", "C", "O", "C", "F", "F", "F", "H", "H", "H", "H", "H", "C", "C", "O", "C", "O", "C", "F", "F", "F", "H", "H", "H", "H", "H"],
  "xyz": [[3.827897, -1.422062, 0.241712], [2.623337, -2.212592, 0.398902], [2.505167, -3.551622, -0.272408], [2.935827, -4.820312, 0.475632], [4.323787, -4.622412, 0.935712], [4.657787, -5.359762, 2.099982], [4.574267, -1.566132, 1.022922], [3.478967, -0.389422, 0.238102], [4.262977, -1.519072, -0.752968], [3.073427, -3.485912, -1.200238], [1.484647, -3.764712, -0.590608], [2.968517, -5.682102, -0.190948], [2.155007, -4.970472, 1.221202], [4.496837, -4.791032, 3.015812], [5.704077, -5.664112, 2.127172], [4.334217, -6.389052, 2.254812], [1.294737, 4.312088, -5.570698], [1.113597, 4.215888, -4.199478], [0.888737, 2.965738, -3.662148], [0.690957, 3.079208, -2.168808], [1.796397, 2.865698, -1.397038], [2.722817, 3.879388, -1.383958], [2.193997, 3.820968, -5.942488], [1.287217, 5.381138, -5.783278], [0.552617, 3.626908, -5.980438], [1.613087, 2.212898, -3.973048], [-0.017773, 2.492118, -4.039038], [0.035167, 2.261048, -1.871048], [0.199937, 3.965858, -1.767758], [3.675497, 3.633038, -0.915108], [2.413227, 4.586738, -0.614608], [2.878117, 4.299918, -2.377498], [2.358527, 0.554308, -1.026248], [0.932887, 0.462448, -1.046378], [0.548067, -0.899862, -1.362398], [-0.207133, -1.596582, -0.126438], [-1.434663, -1.026632, 0.360412], [-1.422263, 0.177228, 1.198102], [2.770727, 1.560798, -1.098198], [2.827487, 0.039748, -1.864938], [2.690297, 0.190368, -0.053838], [1.228937, -1.588922, -1.862128], [-0.230953, -0.836752, -2.122168], [0.424647, -1.489252, 0.755282], [-0.402933, -2.654692, -0.300138], [-1.272363, 1.131828, 0.693742], [-0.696283, 0.022998, 1.996392], [-2.395893, 0.144458, 1.687062], [-6.488363, -0.713472, 4.808642], [-6.673563, -0.710612, 3.344902], [-5.591393, -1.334072, 2.764412], [-5.135843, -1.007892, 1.541612], [-5.570123, -0.069802, 0.852032], [-3.883703, -1.698762, 1.118312], [-3.561863, -2.636172, 1.975402], [-4.014713, -2.199722, -0.132188], [-2.929963, -0.725972, 1.236952], [-7.335693, -0.275432, 5.336132], [-5.790693, 0.075258, 5.090172], [-6.136613, -1.610882, 5.317582], [-6.722573, 0.336218, 3.045152], [-7.622693, -1.196112, 3.117872], [-3.096373, -6.110072, -4.948918], [-2.934913, -5.714802, -3.455278], [-1.557413, -5.565272, -3.052738], [-1.222193, -5.190922, -1.768808], [-2.086873, -5.030472, -0.871228], [0.259887, -4.957332, -1.444778], [0.721037, -6.122922, -1.019718], [0.840377, -4.518322, -2.572658], [0.341727, -3.925302, -0.565708], [-4.141813, -6.396802, -5.062658], [-2.533513, -7.024202, -5.137748], [-2.813843, -5.401462, -5.727468], [-3.407273, -6.320832, -2.682178], [-3.450673, -4.756102, -3.400738], [0.252097, 1.603998, 2.445752], [0.846317, 2.195118, 1.092312], [0.674257, 3.615558, 1.026182], [1.648277, 4.421938, 1.506292], [2.685507, 4.064418, 2.023592], [1.331737, 5.926888, 1.365422], [0.397987, 6.121018, 0.392752], [0.886607, 6.302218, 2.557492], [2.395697, 6.578678, 1.064482], [-0.796673, 1.900978, 2.446182], [0.659957, 2.048798, 3.353452], [0.252747, 0.515038, 2.493432], [0.383677, 1.748628, 0.212132], [1.867777, 1.847768, 0.937192], [-0.693663, -1.423712, 3.285312], [-0.202163, -2.665412, 3.992312], [0.276507, -2.353222, 5.309812], [0.556107, -3.337502, 6.153022], [0.463797, -4.478062, 5.803122], [1.182267, -2.914162, 7.474962], [0.231357, -2.832352, 8.448362], [2.226807, -3.754952, 7.855842], [1.774157, -1.713122, 7.369682], [-1.349103, -0.875532, 3.962072], [-1.350333, -1.761922, 2.483762], [0.099017, -0.804452, 2.865462], [0.523127, -3.266842, 3.444282], [-1.079553, -3.306642, 4.076582], [-5.937833, 0.419928, -1.372528], [-4.663743, -0.008022, -2.080648], [-3.655563, 0.980148, -1.975208], [-2.734533, 1.095538, -2.889358], [-2.640543, 0.519548, -3.973348], [-1.628863, 2.061788, -2.409448], [-1.522173, 2.181898, -1.094408], [-0.546333, 1.696618, -2.914508], [-1.839933, 3.363218, -2.865328], [-6.155663, 1.456868, -1.628288], [-5.710163, 0.210288, -0.327378], [-6.746683, -0.250142, -1.663848], [-4.870163, -0.224122, -3.128878], [-4.362553, -0.976772, -1.682008], [-3.595643, 6.083928, -0.614538], [-2.425403, 5.056278, -0.828788], [-2.396803, 4.010938, 0.202692], [-3.330583, 3.019808, 0.232872], [-4.100703, 2.851148, -0.747458], [-3.411403, 2.328338, 1.555682], [-4.647013, 2.600588, 2.058752], [-3.238623, 1.009378, 1.241472], [-2.475423, 2.595818, 2.404812], [-4.513923, 5.619928, -0.974488], [-3.307803, 7.042228, -1.046848], [-3.690913, 6.234568, 0.460782], [-1.489643, 5.607248, -0.734478], [-2.464133, 4.573728, -1.805388], [9.073227, 1.513468, -1.615748], [7.788397, 1.407578, -2.525608], [6.808267, 0.621888, -1.888878], [5.877507, 1.201678, -1.086508], [5.806577, 2.357288, -0.743738], [4.966547, 0.138058, -0.506838], [5.728747, -0.966062, -0.127138], [4.331737, 0.575068, 0.522542], [4.061587, -0.272322, -1.441618], [9.719517, 0.639128, -1.538618], [8.710837, 1.751618, -0.615718], [9.778637, 2.246268, -2.007538], [8.040197, 1.051678, -3.524618], [7.342137, 2.393708, -2.654008]],
  "atomic_forces_ev_per_a": [[-4.6, -7.3, 2.4], [-0.5, -2.2, -0.2], [3.7, 1.2, -0.3], [1.7, 1.9, 0.0], [-1.4, -1.2, 0.6], [1.1, -0.3, 0.5], [-1.5, -1.1, 0.7], [-1.4, -6.5, 1.7], [-1.7, -4.6, 2.4], [0.6, 0.1, -0.1], [6.5, 2.3, 1.1], [-0.3, 0.0, -0.1], [0.6, -0.3, 0.9], [-0.3, 0.1, 0.0], [0.6, 1.0, -0.5], [-1.5, 0.0, -0.5], [-0.2, -1.2, 0.2], [1.1, 1.6, 0.8], [0.2, 0.9, -1.2], [0.8, 1.2, 2.3], [1.3, 0.9, 0.1], [0.7, 1.3, 0.8], [0.8, 0.3, 0.3], [-0.3, -0.4, -0.6], [-0.8, 0.8, -0.9], [0.9, 0.0, 0.5], [1.3, 2.3, -2.2], [4.8, 3.3, 2.6], [0.0, 0.9, -0.9], [0.2, -1.0, -0.4], [-0.4, 1.0, -0.7], [0.0, 0.4, 0.2], [-3.3, 0.8, -0.3], [0.3, -1.6, -1.0], [-3.0, 0.1, 1.2], [0.8, 2.2, 0.8], [5.0, 0.0, -4.2], [8.7, -0.2, 0.1], [-0.5, -0.8, 0.1], [-4.8, 0.8, -0.5], [-2.9, 0.7, -1.6], [1.0, 0.4, 0.6], [-0.4, 0.4, -0.2], [0.8, -0.5, -0.3], [-1.0, 2.6, 0.2], [0.4, -1.0, -0.3], [-1.7, -0.2, -3.0], [7.8, 3.3, 3.3], [0.7, 1.3, 2.1], [-1.8, 1.3, 0.5], [2.2, -1.6, -2.3], [-2.8, 2.8, 0.2], [1.6, -3.6, 7.8], [-1.2, -0.9, -0.2], [0.4, -1.1, 0.1], [0.6, 0.2, 1.2], [-14.5, -13.7, -0.1], [-0.6, -0.6, -0.2], [0.7, -0.2, -0.2], [-0.3, -0.2, -0.4], [-0.2, -0.1, -0.4], [0.2, -0.2, -0.6], [0.5, -1.4, 1.2], [-0.6, 1.1, -0.3], [2.3, 0.8, 1.3], [-5.7, 0.1, 1.2], [3.1, -0.5, -2.8], [-2.5, -0.4, -2.8], [0.9, 0.8, 0.3], [0.7, -0.6, 0.6], [-7.5, -5.3, -0.7], [-0.1, 0.2, -0.1], [0.1, -0.1, -0.1], [0.0, 0.4, 0.6], [-0.1, -0.5, -0.6], [0.3, 0.3, 0.5], [0.8, 2.4, -0.3], [0.0, -1.7, 1.6], [0.8, 1.3, 0.5], [0.6, -2.1, 0.1], [-1.2, 0.5, -0.5], [-1.4, -2.4, -0.4], [0.3, 0.5, 0.9], [-0.6, 0.8, 0.2], [1.4, 1.3, -0.4], [0.8, -0.3, 0.3], [0.6, 0.1, -0.1], [2.0, 2.2, 0.5], [-0.3, 0.7, 0.7], [0.3, 0.8, 0.5], [0.2, -1.3, 0.7], [-1.0, -0.7, -0.1], [0.3, 1.4, 1.1], [0.2, -0.9, -2.6], [-0.1, -0.7, 1.0], [1.5, 0.6, 1.3], [1.1, -0.5, -0.8], [-2.3, 0.7, -0.5], [-0.6, -0.2, 0.0], [0.3, 0.4, 0.1], [0.5, -0.2, 0.0], [0.0, -1.2, 1.0], [0.3, 0.3, 0.1], [0.0, -0.3, 0.4], [0.5, 0.4, -2.3], [-1.8, -1.2, -1.5], [0.9, -0.6, -0.1], [-0.4, -1.4, -1.6], [-0.1, 1.3, 2.2], [-4.5, 1.6, -0.2], [-0.5, -1.0, 0.1], [-4.6, -9.7, -3.4], [-0.3, -1.7, -0.7], [-0.3, -0.1, 0.1], [-1.0, 1.6, -3.5], [-0.1, 0.0, -0.3], [0.3, 0.3, -0.3], [0.7, 0.5, 0.0], [1.0, -1.6, 0.5], [-1.0, 0.7, -0.1], [-0.8, -0.5, 1.4], [-1.6, 4.1, -5.5], [1.9, 0.7, 4.7], [-1.3, -0.9, -1.7], [1.1, -0.7, 0.2], [-9.0, 10.3, -0.4], [-0.2, 1.1, 1.2], [-0.1, 0.6, -0.2], [-0.4, -0.2, -0.3], [-0.1, 0.1, 0.1], [0.0, -0.5, 0.2], [-0.3, 0.7, 0.8], [-0.8, -0.1, -0.6], [1.7, 1.5, 0.6], [-1.7, -0.8, 0.6], [1.9, 1.2, -0.2], [0.1, -1.2, -0.7], [3.7, -0.8, -1.5], [4.2, 3.8, -1.6], [4.5, 7.6, 2.6], [9.3, 2.8, -4.1], [-0.6, -0.5, -0.2], [0.4, 0.3, 0.0], [-0.4, 0.5, 0.1], [-0.4, -0.6, 0.2], [0.3, 0.2, 0.0]],
  "homo_lumo_gap_ev": 8.46
}

---

{
  "formula": "C28H44Ge2N2OTi",
  "method": "ωB97M-V with the def2-TZVPD basis set",
  "species": ["Ti", "C", "C", "Ge", "C", "C", "C", "C", "Ge", "C", "C", "C", "C", "C", "C", "C", "C", "C", "C", "H", "H", "H", "H", "H", "H", "H", "H", "H", "H", "H", "H", "H", "H", "H", "H", "H", "H", "H", "H", "H", "H", "H", "H", "H", "H", "O", "H", "H", "N", "C", "C", "N", "C", "C", "H", "H", "H", "H", "H", "H", "H", "H", "H", "H", "H", "C", "C", "C", "C", "C", "C", "C", "C", "H", "H", "H", "H", "H"],
  "xyz": [[-0.152463, 0.912588, -1.298153], [4.899635, -1.209262, -1.368016], [3.439701, -1.133757, -1.826386], [2.452998, 0.459972, -1.189300], [3.129541, 2.116526, -2.057091], [4.594774, 2.440362, -1.749285], [2.908648, 0.608500, 0.704669], [2.039407, 0.614846, 1.724711], [0.146794, 0.555143, 1.248272], [-0.836471, -1.105282, 1.648840], [-1.016535, -1.470347, 3.126353], [-0.933553, 2.171010, 1.629876], [-1.241333, 2.502257, 3.095405], [2.444194, 0.683455, 3.158567], [1.475701, 0.695102, 4.157337], [1.813030, 0.756607, 5.503001], [3.145139, 0.806039, 5.873557], [4.130196, 0.792794, 4.891429], [3.785099, 0.731806, 3.553898], [5.337439, -2.173804, -1.628753], [4.992842, -1.094104, -0.287885], [5.508242, -0.439926, -1.838798], [2.905724, -2.011939, -1.440214], [3.401043, -1.187045, -2.919012], [2.508342, 2.947473, -1.704010], [2.966249, 2.054160, -3.136039], [4.797130, 2.428896, -0.677519], [4.856837, 3.432597, -2.119220], [5.269735, 1.731042, -2.224982], [3.969812, 0.671637, 0.940914], [-0.321019, -1.929892, 1.141529], [-1.814216, -0.984006, 1.173665], [-0.061465, -1.656574, 3.615096], [-1.621176, -2.373061, 3.224588], [-1.525304, -0.679884, 3.678566], [-1.869713, 2.041588, 1.077009], [-0.415852, 3.020875, 1.177038], [-1.753233, 1.683165, 3.602101], [-1.893890, 3.374237, 3.150649], [-0.336705, 2.731968, 3.655335], [0.424541, 0.658352, 3.898260], [1.035365, 0.767372, 6.255587], [3.419995, 0.854622, 6.918649], [5.174059, 0.831208, 5.173239], [4.577082, 0.724036, 2.817597], [-0.243281, 2.927756, -1.636260], [0.341777, 3.667847, -1.422660], [-1.110894, 3.266701, -1.905535], [-0.738371, -3.974436, -3.054311], [-1.358908, -3.631035, -1.722961], [-1.536653, -2.126280, -1.617697], [-0.265537, -1.392609, -1.783296], [0.329053, -1.748082, -3.085582], [0.562386, -3.239063, -3.247838], [-1.386857, -3.718051, -3.802667], [-0.593485, -4.982717, -3.132260], [-0.684598, -4.022740, -0.960863], [-2.310785, -4.154152, -1.655421], [-1.974650, -1.893286, -0.652716], [-2.236502, -1.759909, -2.369713], [0.371656, -1.654693, -1.028868], [1.278632, -1.238367, -3.211340], [-0.346835, -1.386487, -3.866226], [1.247791, -3.623096, -2.492121], [0.948372, -3.488749, -4.234286], [-2.156247, 0.711561, -1.637323], [-3.375648, 0.753823, -1.540125], [-4.803140, 0.797446, -1.428056], [-5.405788, 0.741135, -0.168349], [-6.785426, 0.781264, -0.063283], [-7.567176, 0.881364, -1.206964], [-6.971282, 0.941677, -2.460153], [-5.592582, 0.898350, -2.576818], [-4.789755, 0.674346, 0.719342], [-7.252273, 0.740612, 0.911476], [-8.644882, 0.918844, -1.120859], [-7.583016, 1.026497, -3.348032], [-5.121455, 0.953160, -3.549323]],
  "atomic_forces_ev_per_a": [[-0.4, -0.6, -0.2], [0.0, 0.0, 0.0], [0.0, -0.1, -0.1], [0.2, 0.1, 0.3], [0.0, 0.0, -0.1], [0.0, 0.0, 0.0], [0.1, 0.0, 0.0], [0.2, 0.0, 0.2], [0.1, 0.2, 0.0], [-0.1, -0.1, 0.1], [0.0, 0.0, 0.0], [-0.1, 0.1, 0.1], [0.0, 0.0, 0.0], [0.0, 0.0, -0.1], [0.0, 0.0, 0.1], [0.0, 0.0, 0.0], [0.0, 0.0, 0.0], [0.0, 0.0, 0.0], [0.0, 0.0, 0.0], [0.0, 0.0, 0.0], [0.0, 0.0, 0.0], [0.0, 0.0, 0.0], [0.0, 0.0, 0.0], [0.0, 0.0, 0.0], [0.0, 0.0, 0.0], [0.0, 0.0, 0.0], [0.0, 0.0, 0.0], [0.0, 0.0, 0.0], [0.0, 0.0, 0.0], [0.0, 0.0, 0.0], [0.0, 0.0, 0.0], [0.0, 0.0, 0.0], [0.0, 0.0, 0.0], [0.0, 0.0, 0.0], [0.0, 0.0, 0.0], [0.0, 0.0, 0.0], [0.0, 0.0, 0.0], [0.0, 0.0, 0.0], [0.0, 0.0, 0.0], [0.0, 0.0, 0.0], [0.0, 0.0, 0.0], [0.0, 0.0, 0.0], [0.0, 0.0, 0.0], [0.0, 0.0, 0.0], [0.0, 0.0, 0.0], [0.1, 0.3, 0.0], [0.0, 0.0, 0.0], [0.0, 0.0, 0.0], [0.0, 0.1, 0.0], [0.1, 0.0, -0.1], [0.0, 0.0, 0.0], [0.1, 0.0, 0.1], [-0.1, 0.1, 0.0], [0.0, -0.1, 0.1], [0.0, 0.0, 0.0], [0.0, 0.0, 0.0], [0.0, 0.0, 0.0], [0.0, 0.0, 0.0], [0.0, 0.0, 0.0], [0.0, 0.0, 0.0], [0.1, -0.1, -0.1], [0.1, 0.0, 0.0], [0.0, 0.0, 0.0], [0.0, 0.0, 0.0], [0.0, 0.0, 0.0], [-0.2, 0.1, -0.1], [0.0, 0.0, 0.0], [0.1, 0.0, 0.0], [0.0, 0.0, 0.0], [0.0, 0.0, 0.0], [0.0, 0.0, 0.0], [0.0, 0.0, 0.0], [0.0, 0.0, 0.0], [0.0, 0.0, 0.0], [0.0, 0.0, 0.0], [0.0, 0.0, 0.0], [0.0, 0.0, 0.0], [0.0, 0.0, 0.0]],
  "homo_lumo_gap_ev": 6.85,
  "total_charge": 2
}

---

no.,HOMO level (eV),LUMO (eV)
1,-8.33,0.122
2,-12.76,-5.906